(1)
Below is C24H26Cl6F5N3O6PTeW as an isolated structure, with properties calculated with ωB97M-V/def2-TZVPD.

Output
Spin multiplicity   3
Charge   -1
Molar mass   1102.609 g mol⁻¹
E   -149200.966 eV
Gap between HOMO and LUMO (spin up / spin down)   6.0535 / 5.2843 eV

Each line ends with the Löwdin charge.
Cartesian coordinates (Å):
1 W -0.82 0.28 -0.66  1.89
2 Cl -3.68 6.42 -1.66  0.70
3 C -3.10 5.01 -0.87  -0.68
4 C -3.64 4.66 0.40  -0.68
5 Cl -4.86 5.64 1.10  0.69
6 C -3.20 3.54 1.07  -0.61
7 Cl -3.83 3.07 2.60  0.74
8 C -2.21 2.72 0.47  -0.35
9 O -1.73 1.67 0.96  -0.07
10 C -1.67 3.09 -0.82  -0.33
11 O -0.76 2.31 -1.26  -0.19
12 C -2.12 4.25 -1.48  -0.60
13 Cl -1.44 4.64 -2.99  0.78
14 C -0.14 -4.28 2.90  -0.09
15 C 0.59 -3.61 1.90  -0.08
16 C 0.06 -2.52 1.26  -0.06
17 C -1.24 -2.03 1.56  -0.15
18 C -1.83 -0.91 0.89  -0.17
19 C -3.14 -0.63 1.16  -0.12
20 C -3.89 -1.35 2.12  -0.08
21 C -3.32 -2.37 2.81  -0.05
22 C -1.99 -2.75 2.54  -0.17
23 C -1.40 -3.86 3.20  -0.05
24 H 0.28 -5.14 3.40  0.10
25 H 1.58 -3.96 1.62  0.10
26 H 0.65 -2.05 0.49  0.07
27 H -3.65 0.16 0.63  0.09
28 H -4.93 -1.07 2.29  0.10
29 H -3.88 -2.93 3.56  0.11
30 H -2.00 -4.37 3.95  0.10
31 C 2.38 -0.48 2.58  -0.13
32 N 2.75 0.54 1.61  -0.33
33 C 2.79 1.85 2.23  -0.13
34 P 2.01 0.38 0.05  0.60
35 O 0.51 0.47 0.75  -0.42
36 N 2.73 1.75 -0.64  -0.28
37 C 2.02 3.03 -0.59  -0.12
38 C 3.31 1.54 -1.96  -0.09
39 N 2.81 -1.02 -0.36  -0.28
40 C 2.46 -1.92 -1.46  -0.08
41 C 4.18 -1.28 0.08  -0.12
42 H 3.10 -0.46 3.41  0.08
43 H 2.41 -1.47 2.13  0.05
44 H 1.37 -0.32 2.99  0.09
45 H 3.38 1.78 3.14  0.08
46 H 1.79 2.22 2.51  0.08
47 H 3.27 2.57 1.57  0.06
48 H 1.37 3.08 0.29  0.07
49 H 1.41 3.17 -1.48  0.07
50 H 2.75 3.84 -0.53  0.09
51 H 3.88 0.61 -1.98  0.07
52 H 4.00 2.37 -2.16  0.09
53 H 2.55 1.50 -2.75  0.06
54 H 1.39 -2.05 -1.57  0.05
55 H 2.89 -2.90 -1.24  0.09
56 H 2.85 -1.56 -2.42  0.09
57 H 4.51 -0.52 0.78  0.07
58 H 4.85 -1.27 -0.79  0.08
59 H 4.25 -2.27 0.54  0.08
60 Cl -3.49 -1.50 -3.05  0.66
61 C -2.70 -2.92 -2.38  -0.98
62 Cl -3.68 -3.64 -1.08  0.62
63 C -1.30 -2.70 -1.80  -0.70
64 O -0.55 -3.63 -1.71  0.11
65 O -0.99 -1.49 -1.37  -0.33
66 H -2.59 -3.66 -3.17  0.07
67 F -2.14 1.22 -4.56  -0.61
68 Te -0.49 0.33 -3.83  1.92
69 F 0.27 2.13 -3.85  -0.57
70 F -0.68 -1.70 -4.08  -0.58
71 F 1.37 -0.10 -4.26  -0.53
72 F -2.60 0.68 -1.32  -0.43
73 O 0.93 0.16 -1.39  -0.60

(2)
Below is an isolated ion of composition C6H12N2 and charge +2 at a distorted geometry, with properties calculated with ωB97M-V/def2-TZVPD.

Output
Spin multiplicity   1
Charge   +2
Molar mass   112.176 g mol⁻¹
Energy relative to the best compared isomer or geometry (same formula, charge and spin)   4.125 eV
E   -9374.266 eV
Structure (SMILES)   C=[N+](C)C=C=[NH+]CC
Gap between HOMO and LUMO   10.1061 eV

Each line ends with the Löwdin charge.
Cartesian coordinates (Å):
1 C 2.25 0.80 1.12  0.28
2 N 2.03 -0.05 0.19  -0.10
3 C 3.06 -0.48 -0.68  -0.01
4 C 0.70 -0.59 -0.17  0.09
5 C -0.55 -0.84 0.25  0.13
6 N -1.73 -0.99 0.66  0.17
7 C -2.91 -0.15 0.41  -0.14
8 C -2.46 0.98 -0.46  -0.06
9 H 1.63 1.38 1.73  0.13
10 H 3.26 1.17 1.11  0.15
11 H 3.03 -1.62 -0.89  0.17
12 H 2.92 -0.21 -1.78  0.16
13 H 4.00 -0.08 -0.58  0.09
14 H 0.70 -1.01 -1.19  0.17
15 H -1.97 -1.90 0.77  0.15
16 H -3.58 -0.76 -0.17  0.14
17 H -3.40 0.33 1.31  0.18
18 H -2.35 0.93 -1.50  0.08
19 H -3.08 1.90 -0.28  0.13
20 H -1.57 1.18 0.14  0.07

(3)
Below is a 4-piece molecular cluster, C20H42BrNO10PS3 overall at a distorted geometry, with properties calculated with ωB97M-V/def2-TZVPD.

Output
Spin multiplicity   1
Charge   +1
Molar mass   663.632 g mol⁻¹
E   -155205.376 eV
Gap between HOMO and LUMO   6.8525 eV

Each line ends with the Löwdin charge.
Cartesian coordinates (Å):
1 C 0.80 -1.36 3.49  -0.29
2 P 1.57 -0.80 1.79  0.89
3 C 2.28 0.95 2.17  -0.33
4 C 0.03 -0.69 0.63  -0.23
5 N -0.50 0.69 0.23  0.03
6 C -1.75 0.83 -0.66  0.00
7 C -2.57 -0.49 -1.21  -0.54
8 Br -4.21 -0.16 -2.31  0.65
9 C -2.00 -2.00 -0.82  0.05
10 C -0.64 -2.13 0.15  -0.08
11 C -0.07 -3.62 0.60  -0.18
12 C 1.49 -3.89 0.14  -0.24
13 C 1.76 -5.36 -0.54  -0.18
14 C 1.24 -6.63 0.38  -0.22
15 O 0.32 -7.41 -0.47  -0.15
16 H 1.34 -0.86 4.40  0.06
17 H 0.84 -2.53 3.50  0.04
18 H -0.34 -1.04 3.50  0.06
19 H 3.06 1.32 1.37  0.07
20 H 1.38 1.70 2.30  0.04
21 H 2.83 0.84 3.23  0.08
22 H -0.01 1.56 0.57  0.12
23 H -2.08 1.93 -0.92  0.14
24 H -2.53 -2.99 -1.21  0.13
25 H -0.75 -4.41 0.03  0.12
26 H -0.25 -3.81 1.76  0.12
27 H 2.21 -3.72 1.08  0.11
28 H 1.73 -3.07 -0.69  0.12
29 H 2.94 -5.50 -0.64  0.12
30 H 1.33 -5.38 -1.64  0.13
31 H 0.71 -6.26 1.36  0.12
32 H 2.18 -7.31 0.65  0.14
33 H -0.43 -6.76 -0.67  0.10
34 O 1.78 3.92 1.19  -0.33
35 S 2.30 5.20 0.76  0.63
36 O 3.72 5.48 0.75  -0.27
37 O 1.54 6.39 1.57  -0.26
38 C 1.52 6.34 2.99  -0.28
39 C 2.84 6.80 3.58  -0.07
40 C 1.65 5.56 -0.85  -0.12
41 H 1.25 5.34 3.34  0.11
42 H 0.72 7.02 3.32  0.13
43 H 3.64 6.09 3.35  0.07
44 H 2.76 6.89 4.66  0.08
45 H 3.13 7.77 3.16  0.09
46 H 0.57 5.41 -0.83  0.07
47 H 2.11 4.88 -1.57  0.08
48 H 1.89 6.60 -1.10  0.07
49 O -0.05 8.36 -2.52  -0.29
50 S 0.46 8.14 -3.86  0.61
51 O 1.75 7.53 -4.09  -0.29
52 O 0.39 9.54 -4.69  -0.26
53 C 0.99 10.70 -4.14  -0.27
54 C 2.50 10.68 -4.33  -0.07
55 C -0.76 7.25 -4.80  -0.12
56 H 0.73 10.81 -3.08  0.12
57 H 0.58 11.56 -4.67  0.13
58 H 2.96 9.89 -3.73  0.07
59 H 2.94 11.63 -4.02  0.08
60 H 2.76 10.49 -5.37  0.09
61 H -1.72 7.75 -4.67  0.08
62 H -0.80 6.23 -4.41  0.07
63 H -0.46 7.25 -5.85  0.08
64 O -5.14 -11.26 0.36  -0.28
65 S -4.82 -9.92 0.81  0.62
66 O -4.53 -8.85 -0.11  -0.30
67 O -3.61 -10.01 1.90  -0.27
68 C -2.41 -10.69 1.55  -0.27
69 C -1.53 -9.83 0.66  -0.09
70 C -6.08 -9.37 1.93  -0.12
71 H -2.64 -11.65 1.08  0.12
72 H -1.88 -10.90 2.48  0.12
73 H -1.99 -9.68 -0.32  0.07
74 H -0.56 -10.31 0.50  0.09
75 H -1.38 -8.84 1.10  0.07
76 H -6.27 -10.15 2.67  0.08
77 H -6.99 -9.19 1.34  0.08
78 H -5.76 -8.45 2.41  0.07

(4)
Below is C4H8N2O2 as an isolated structure at a distorted geometry, with properties calculated with ωB97M-V/def2-TZVPD.

Output
Spin multiplicity   1
Charge   0
Molar mass   116.120 g mol⁻¹
Energy relative to the best compared isomer or geometry (same formula, charge and spin)   5.128 eV
E   -11348.985 eV
Gap between HOMO and LUMO   8.2419 eV

Each line ends with the Löwdin charge.
Cartesian coordinates (Å):
1 C -0.67 -1.16 0.00  -0.27
2 C 0.01 -1.15 1.20  -0.13
3 C -0.40 1.33 -0.84  -0.48
4 N -0.42 1.06 -2.17  0.12
5 C 1.27 0.37 1.19  -0.11
6 O -0.14 -1.73 -1.12  0.00
7 N 1.51 1.05 2.14  0.11
8 O -0.99 2.27 -0.34  0.00
9 H 0.80 -1.90 -0.98  0.11
10 H -1.71 -0.90 -0.12  0.13
11 H -1.06 1.56 -2.76  0.10
12 H -0.09 0.16 -2.49  0.08
13 H 1.24 1.08 3.11  0.08
14 H -0.59 -0.96 2.08  0.09
15 H 0.75 -1.93 1.36  0.09
16 H 0.52 0.86 -0.25  0.06

(5)
Below is one molecule with the formula C22H26N2O7 at a distorted geometry, with properties calculated with ωB97M-V/def2-TZVPD.

Output
Spin multiplicity   1
Charge   0
Molar mass   430.457 g mol⁻¹
Energy relative to the best compared isomer or geometry (same formula, charge and spin)   3.628 eV
E   -40546.799 eV
Structure (SMILES)   CCOc1ccc(CCNC(=O)COC(=O)c2ccc(C)c([N+](=O)[O-])c2)cc1OCC
Gap between HOMO and LUMO   7.6360 eV

Each line ends with the Löwdin charge.
Cartesian coordinates (Å):
1 C -4.70 -0.65 0.50  -0.06
2 C -3.57 0.36 0.36  -0.23
3 O -2.36 -0.27 0.77  -0.06
4 C -1.21 0.45 0.92  -0.19
5 C -0.19 -0.21 1.59  0.00
6 C 1.06 0.36 1.78  -0.04
7 C 1.30 1.64 1.33  -0.25
8 C 2.64 2.30 1.52  -0.12
9 C 3.37 2.47 0.17  -0.16
10 N 3.52 1.19 -0.48  0.09
11 C 4.71 0.65 -0.78  -0.47
12 O 5.78 1.19 -0.64  0.07
13 C 4.61 -0.77 -1.37  -0.05
14 O 3.31 -1.32 -1.25  -0.01
15 C 3.10 -2.21 -0.26  -0.44
16 O 3.96 -2.62 0.47  0.13
17 C 1.67 -2.61 -0.18  -0.11
18 C 1.32 -3.64 0.69  0.02
19 C 0.00 -4.02 0.83  -0.01
20 C -1.02 -3.38 0.12  -0.17
21 C -2.43 -3.80 0.36  -0.02
22 C -0.65 -2.35 -0.75  -0.10
23 N -1.61 -1.61 -1.52  -0.33
24 O -2.71 -2.09 -1.71  0.08
25 O -1.25 -0.54 -1.97  0.09
26 C 0.68 -1.96 -0.89  0.07
27 C 0.28 2.32 0.67  0.03
28 C -0.96 1.76 0.44  -0.18
29 O -1.96 2.41 -0.21  -0.08
30 C -1.69 3.65 -0.84  -0.25
31 C -2.94 4.04 -1.62  -0.06
32 H -4.57 -1.46 -0.21  0.06
33 H -5.64 -0.16 0.31  0.08
34 H -4.71 -1.06 1.51  0.08
35 H -3.48 0.67 -0.68  0.12
36 H -3.76 1.23 0.98  0.13
37 H -0.40 -1.21 1.95  0.12
38 H 1.82 -0.20 2.29  0.12
39 H 3.26 1.69 2.18  0.12
40 H 2.52 3.28 1.97  0.12
41 H 2.80 3.14 -0.48  0.12
42 H 4.37 2.87 0.32  0.12
43 H 2.68 0.65 -0.62  0.13
44 H 5.34 -1.41 -0.86  0.14
45 H 4.86 -0.73 -2.43  0.14
46 H 2.10 -4.13 1.25  0.13
47 H -0.25 -4.81 1.51  0.12
48 H -2.88 -4.19 -0.55  0.09
49 H -2.48 -4.55 1.14  0.08
50 H -3.02 -2.93 0.65  0.07
51 H 0.91 -1.16 -1.57  0.13
52 H 0.48 3.33 0.34  0.11
53 H -1.46 4.42 -0.09  0.13
54 H -0.84 3.55 -1.52  0.13
55 H -3.79 4.13 -0.95  0.08
56 H -3.16 3.28 -2.36  0.08
57 H -2.78 4.99 -2.12  0.08

(6)
Below is a 2-piece molecular cluster, CHClN3O overall at a distorted geometry, with properties calculated with ωB97M-V/def2-TZVPD.

Output
Spin multiplicity   1
Charge   +1
Molar mass   106.492 g mol⁻¹
Energy relative to the best compared isomer or geometry (same formula, charge and spin)   4.584 eV
E   -20079.306 eV
Gap between HOMO and LUMO (spin up / spin down)   6.7274 / 6.9822 eV

Each line ends with the Löwdin charge.
Cartesian coordinates (Å):
1 C 1.47 1.34 -0.04  -0.31
2 N 2.99 -0.46 0.34  0.47
3 N 2.45 0.50 0.19  0.17
4 N -0.29 0.50 0.54  -0.37
5 O 1.26 2.40 -0.43  0.22
6 Cl -1.33 1.77 0.27  0.76
7 H -0.41 -0.23 -0.17  0.05